The following is a quantum chemistry calculation of a 10-piece molecular cluster, C32H86N3O13 overall, from the OMol25 dataset.

CARTESIAN COORDINATES (ANGSTROEM)
C 0.98 -0.48 -0.60
C 2.37 -1.10 -0.45
O 3.31 -0.24 0.07
H 0.32 -1.25 -1.03
H 0.95 0.34 -1.33
H 0.54 -0.10 0.33
H 2.72 -1.40 -1.46
H 2.24 -2.01 0.17
C -2.54 -0.85 0.35
O -2.86 -1.91 1.23
C -3.97 -1.65 2.06
C -4.32 -2.94 2.77
N -3.35 -3.38 3.76
C -3.30 -2.56 4.96
C -2.21 -3.08 5.89
O -0.95 -3.11 5.25
C -0.33 -1.83 5.16
H -3.44 -0.30 0.06
H -2.03 -1.26 -0.52
H -1.86 -0.13 0.82
H -4.83 -1.21 1.53
H -3.66 -0.89 2.79
H -4.41 -3.72 2.00
H -5.33 -2.87 3.20
H -2.45 -3.32 3.31
H -4.26 -2.61 5.47
H -3.12 -1.50 4.74
H -2.41 -4.13 6.09
H -2.19 -2.52 6.83
H -0.29 -1.34 6.13
H -0.89 -1.20 4.47
H 0.68 -1.99 4.78
C -3.08 2.45 -1.08
O -2.26 2.82 -0.01
C -0.87 2.90 -0.32
C -0.18 3.11 1.00
N -0.56 4.43 1.55
C 0.40 4.89 2.55
C -0.03 6.25 3.04
O 0.86 6.71 4.03
C 0.37 7.85 4.69
H -4.10 2.35 -0.69
H -2.77 1.47 -1.47
H -3.13 3.16 -1.91
H -0.68 3.73 -1.01
H -0.56 1.97 -0.82
H 0.91 3.08 0.93
H -0.53 2.30 1.66
H -1.42 4.24 2.06
H 1.37 4.99 2.05
H 0.56 4.18 3.37
H -1.03 6.13 3.48
H -0.09 6.96 2.20
H -0.63 7.67 5.11
H 0.39 8.72 4.04
H 1.00 8.06 5.56
C -6.36 0.56 -0.65
O -5.74 0.65 -1.92
C -6.63 0.39 -2.97
C -5.93 0.68 -4.27
N -4.77 -0.20 -4.40
C -3.96 0.11 -5.56
C -2.70 -0.72 -5.55
O -1.97 -0.32 -4.39
C -0.92 -1.20 -4.04
H -7.29 1.15 -0.64
H -5.66 0.94 0.09
H -6.60 -0.48 -0.41
H -7.53 1.02 -2.92
H -7.02 -0.64 -2.92
H -5.66 1.74 -4.35
H -6.63 0.46 -5.09
H -4.20 -0.03 -3.57
H -3.66 1.17 -5.60
H -4.51 -0.09 -6.48
H -2.07 -0.56 -6.43
H -2.90 -1.79 -5.47
H -0.08 -1.01 -4.71
H -1.23 -2.25 -4.11
H -0.68 -0.96 -3.00
C 2.62 1.93 -3.47
C 2.46 2.84 -2.27
O 3.33 2.49 -1.20
H 3.63 1.99 -3.88
H 1.94 2.26 -4.26
H 2.42 0.89 -3.18
H 1.43 2.84 -1.91
H 2.71 3.87 -2.53
H 3.32 1.51 -1.14
C 5.41 -0.93 -2.78
C 5.92 -0.39 -4.08
O 7.23 0.13 -3.89
H 6.18 -1.46 -2.21
H 4.62 -1.68 -2.78
H 5.10 -0.11 -2.13
H 5.22 0.36 -4.48
H 5.95 -1.17 -4.87
H 7.51 0.56 -4.71
C -0.14 -3.46 1.58
C 1.01 -4.43 1.34
O 0.62 -5.77 1.65
H -0.38 -3.49 2.65
H -0.99 -3.77 0.98
H 0.18 -2.44 1.36
H 1.90 -4.10 1.90
H 1.28 -4.47 0.28
H 0.36 -5.81 2.57
C 2.32 -2.84 -4.21
C 2.98 -3.12 -5.54
O 2.06 -2.82 -6.58
H 1.29 -3.17 -4.27
H 2.32 -1.76 -4.00
H 2.98 -3.22 -3.43
H 3.26 -4.18 -5.61
H 3.90 -2.53 -5.67
H 2.42 -3.09 -7.43
C 5.49 -1.18 3.69
C 5.10 -2.04 2.48
O 5.47 -1.38 1.30
H 5.19 -1.66 4.63
H 5.02 -0.20 3.66
H 6.57 -1.02 3.67
H 4.03 -2.25 2.51
H 5.68 -2.97 2.55
H 4.64 -1.14 0.82
C 2.21 1.60 4.61
C 2.14 0.64 3.46
O 2.49 1.33 2.28
H 3.25 1.82 4.85
H 1.68 1.19 5.48
H 1.75 2.55 4.35
H 1.13 0.22 3.34
H 2.82 -0.22 3.56
H 2.56 0.74 1.50

Values from the calculation:
- ΔE to the lowest compared entry with this formula, charge and spin (kJ/mol) = 0.0
- spin multiplicity = 1
- charge = -1



The following is a quantum chemistry calculation of a 9-piece molecular cluster, C32H87N5O9 overall, from the OMol25 dataset.

CARTESIAN COORDINATES (ANGSTROEM)
C -6.08 2.42 -3.28
O -4.71 2.07 -3.06
C -3.81 2.90 -3.76
C -2.33 2.40 -3.72
C -2.15 0.92 -3.91
N -1.84 2.81 -2.38
H -6.30 2.38 -4.35
H -6.24 3.47 -3.04
H -6.73 1.69 -2.81
H -4.12 2.90 -4.81
H -3.96 3.91 -3.39
H -1.82 2.89 -4.55
H -1.08 0.73 -3.83
H -2.50 0.58 -4.89
H -2.62 0.32 -3.13
H -0.95 2.35 -2.26
H -2.37 2.23 -1.75
C 4.38 -4.34 -1.92
O 3.20 -4.87 -1.28
C 2.53 -4.07 -0.32
C 3.22 -4.06 1.05
C 3.58 -5.49 1.49
N 2.55 -3.31 2.04
H 5.16 -4.29 -1.16
H 4.31 -3.35 -2.35
H 4.67 -5.02 -2.73
H 2.31 -3.11 -0.78
H 1.55 -4.54 -0.17
H 4.20 -3.58 0.95
H 2.67 -6.05 1.72
H 4.23 -5.45 2.36
H 4.12 -6.11 0.78
H 1.70 -3.82 2.24
H 3.09 -3.25 2.88
C -6.98 1.04 1.44
O -5.88 0.20 1.25
C -5.38 0.09 -0.05
C -6.26 -0.47 -1.13
C -6.89 -1.86 -0.75
N -5.56 -0.71 -2.38
H -7.38 1.10 2.45
H -7.86 0.83 0.84
H -6.69 2.08 1.24
H -5.09 1.08 -0.39
H -4.56 -0.61 0.06
H -7.12 0.19 -1.22
H -6.11 -2.63 -0.64
H -7.60 -2.12 -1.53
H -7.39 -1.85 0.22
H -5.17 0.18 -2.68
H -6.32 -0.90 -3.02
C 7.87 -1.62 0.19
O 7.09 -0.45 0.28
C 5.99 -0.64 1.19
C 5.00 0.52 1.11
C 5.76 1.80 1.43
N 3.95 0.26 2.05
H 8.41 -1.71 1.13
H 8.50 -1.53 -0.70
H 7.33 -2.56 0.09
H 5.45 -1.55 0.93
H 6.48 -0.76 2.15
H 4.59 0.60 0.11
H 5.09 2.66 1.38
H 6.54 1.97 0.69
H 6.21 1.83 2.43
H 3.38 1.09 2.14
H 3.35 -0.47 1.69
C 0.19 4.98 0.24
O 0.81 5.24 1.51
C 1.68 4.19 1.98
C 0.91 3.16 2.84
C 0.21 3.73 4.11
N 1.95 2.17 3.37
H -0.35 4.05 0.04
H 0.92 4.97 -0.57
H -0.44 5.83 -0.02
H 2.24 3.65 1.22
H 2.45 4.68 2.57
H 0.19 2.66 2.20
H -0.21 2.92 4.71
H -0.55 4.42 3.76
H 0.97 4.18 4.76
H 2.60 2.66 3.96
H 1.47 1.69 4.12
C 1.65 2.32 -4.06
C 2.76 1.57 -3.26
C 3.29 2.33 -2.02
O 2.08 0.37 -2.87
H 1.18 1.71 -4.83
H 2.11 3.17 -4.55
H 0.84 2.75 -3.48
H 3.56 1.23 -3.92
H 3.77 3.27 -2.28
H 4.01 1.69 -1.52
H 2.46 2.49 -1.34
H 2.05 -0.21 -3.63
C -2.62 -4.92 -2.71
C -3.21 -3.65 -2.07
C -2.45 -2.38 -2.14
O -4.43 -3.40 -2.71
H -1.76 -5.30 -2.15
H -2.28 -4.65 -3.72
H -3.30 -5.76 -2.80
H -3.41 -3.79 -1.01
H -1.47 -2.47 -1.67
H -2.95 -1.54 -1.66
H -2.33 -2.10 -3.19
H -4.57 -2.46 -2.56
C -1.08 -0.63 6.17
C 0.33 -0.66 5.57
C 0.28 -1.09 4.11
O 0.95 0.57 5.63
H -1.74 0.16 5.84
H -1.03 -0.49 7.25
H -1.59 -1.58 6.01
H 0.87 -1.50 6.01
H -0.28 -2.02 4.08
H 1.28 -1.27 3.71
H -0.26 -0.40 3.47
H 0.87 0.72 6.58
C -1.14 0.81 0.73
C 0.25 0.93 0.07
C 1.03 -0.32 0.43
O -0.02 1.01 -1.29
H -1.70 1.70 0.43
H -1.03 0.69 1.80
H -1.75 -0.06 0.51
H 0.73 1.86 0.40
H 1.02 -0.41 1.52
H 2.08 -0.29 0.12
H 0.51 -1.22 0.09
H 0.80 0.70 -1.70

Values from the calculation:
- ΔE to the lowest compared entry with this formula, charge and spin (kJ/mol) = 114.5
- spin multiplicity = 1
- SMILES = COC[C@H](C)N.COC[C@H](C)N.COC[C@H](C)N.COC[C@H](C)N.COC[C@H](C)N.CC(C)O.CC(C)O.CC(C)O.CC(C)O



The following is a quantum chemistry calculation of C32H88ClHfN11O17 as an isolated structure, from the OMol25 dataset.

CARTESIAN COORDINATES (ANGSTROEM)
Hf 0.23 0.43 0.30
N 0.26 1.65 -2.82
O -0.94 1.26 -2.77
O 0.86 2.30 -3.66
O 0.93 1.28 -1.70
N -2.69 0.74 0.48
O -2.01 1.55 -0.27
O -1.91 -0.13 1.10
O -3.90 0.85 0.63
N 2.87 1.84 1.28
O 2.20 0.75 0.82
O 2.44 2.27 2.34
O 3.86 2.14 0.59
Cl 0.56 -1.82 1.83
C -4.12 4.24 -0.59
C -3.13 5.15 -1.30
C -2.66 6.25 -0.32
O -3.81 6.93 0.13
C -3.38 7.91 1.00
N -1.94 4.52 -1.81
H -4.95 4.89 -0.29
H -3.74 4.02 0.43
H -4.44 3.33 -1.08
H -3.67 5.69 -2.07
H -1.95 6.99 -0.75
H -2.12 5.81 0.57
H -4.24 8.48 1.32
H -2.72 8.61 0.47
H -2.77 7.39 1.76
H -1.78 3.64 -1.34
H -1.78 4.42 -2.80
C 3.94 3.29 -3.30
C 4.93 2.14 -3.44
C 5.98 2.48 -4.45
O 5.34 2.53 -5.73
C 6.16 3.17 -6.69
N 5.52 1.64 -2.17
H 3.23 3.36 -4.14
H 4.46 4.25 -3.27
H 3.37 3.14 -2.37
H 4.39 1.30 -3.87
H 6.79 1.71 -4.51
H 6.43 3.50 -4.28
H 6.46 4.16 -6.39
H 5.61 3.19 -7.63
H 7.13 2.63 -6.89
H 6.03 2.44 -1.79
H 4.84 1.53 -1.45
C 5.57 -6.40 0.87
C 5.62 -5.36 1.97
C 4.83 -4.15 1.52
O 5.07 -3.02 2.39
C 4.57 -1.75 1.85
N 5.19 -5.81 3.26
H 6.19 -6.04 0.04
H 4.53 -6.55 0.53
H 5.92 -7.37 1.19
H 6.68 -5.10 2.06
H 3.76 -4.41 1.42
H 5.12 -3.83 0.50
H 3.48 -1.74 1.78
H 5.04 -1.57 0.87
H 4.89 -0.92 2.50
H 4.27 -6.22 3.38
H 5.27 -5.05 3.93
C -5.38 -3.19 -5.50
C -4.56 -2.81 -4.27
C -4.75 -1.31 -4.03
O -3.78 -0.95 -3.05
C -4.26 0.22 -2.48
N -4.90 -3.56 -3.04
H -6.44 -2.99 -5.31
H -5.26 -4.22 -5.82
H -5.08 -2.53 -6.32
H -3.49 -2.97 -4.49
H -5.76 -1.11 -3.66
H -4.60 -0.70 -4.93
H -5.15 0.00 -1.86
H -4.47 0.97 -3.24
H -3.46 0.62 -1.85
H -4.71 -4.54 -3.17
H -5.88 -3.45 -2.83
C -2.75 -4.65 0.13
C -3.69 -3.54 0.65
C -3.30 -3.26 2.13
O -3.56 -4.39 2.88
C -2.39 -4.93 3.43
N -3.63 -2.27 -0.05
H -2.96 -5.56 0.69
H -1.69 -4.37 0.24
H -3.03 -4.90 -0.88
H -4.71 -3.97 0.64
H -3.94 -2.44 2.50
H -2.26 -2.93 2.25
H -2.68 -5.91 3.84
H -2.09 -4.29 4.29
H -1.60 -4.99 2.69
H -4.28 -1.55 0.34
H -3.99 -2.38 -1.00
C -0.91 3.31 3.90
C -0.83 2.72 2.48
C -0.04 3.64 1.59
O 0.53 3.05 0.42
C 1.18 4.17 -0.30
N -0.15 1.39 2.38
H 0.12 3.23 4.28
H -1.57 2.81 4.58
H -1.23 4.34 3.69
H -1.85 2.70 2.12
H 0.85 4.05 2.16
H -0.73 4.45 1.28
H 2.15 4.40 0.18
H 0.55 5.05 -0.27
H 1.42 3.97 -1.33
H -0.64 0.72 3.05
H 0.81 1.45 2.74
C -1.86 -1.43 6.66
C -1.17 -0.51 5.74
C 0.31 -0.77 5.67
O 0.91 0.40 5.10
C 2.31 0.25 5.04
N -1.60 -0.44 4.30
H -2.92 -1.32 6.95
H -1.28 -1.41 7.58
H -1.79 -2.46 6.26
H -1.31 0.53 6.06
H 0.68 -1.61 5.08
H 0.72 -0.85 6.69
H 2.78 1.14 4.67
H 2.65 -0.58 4.39
H 2.72 0.04 6.03
H -2.60 -0.57 4.25
H -1.17 -1.18 3.73
C -1.04 -2.91 -2.90
C -0.15 -2.39 -1.80
C 1.23 -1.86 -2.24
O 1.99 -1.34 -1.17
C 3.20 -0.77 -1.67
N -0.80 -1.19 -1.19
H -1.30 -2.14 -3.61
H -1.97 -3.20 -2.38
H -0.59 -3.72 -3.48
H 0.03 -3.22 -1.10
H 1.03 -1.13 -3.03
H 1.83 -2.68 -2.67
H 3.65 -1.43 -2.43
H 3.88 -0.67 -0.84
H 2.97 0.21 -2.13
H -1.63 -1.42 -0.58
H -1.09 -0.58 -1.97

Values from the calculation:
- spin multiplicity = 1



| no. | strongest force on any atom (eV/A) | gap between HOMO and LUMO (eV) | total energy (hartree) |
| --- | --- | --- | --- |
| 1 | 1.47 | 6.927 | -2413.0522 |
| 2 | 3.28 | 9.200 | -2222.1826 |
| 3 | 3.13 | 8.684 | -3661.3718 |